{
  "formula": "BCsH4",
  "method": "ωB97M-V with the def2-TZVPD basis set",
  "lumo_ev": -1.710,
  "e_above_lowest_kcal_mol": 66.7,
  "homo_energy_ev": -6.923,
  "orbital_gap_ev": 5.2,
  "elements": ["Cs", "B", "H", "H", "H", "H"],
  "positions_angstrom": [[3.043399, 0.250567, -2.918986], [-0.629093, -0.055744, 0.598696], [0.395058, 0.139325, 0.876748], [-0.647123, -0.863737, -0.116200], [-1.237412, -0.332085, 1.445938], [-0.924830, 0.861674, 0.113804]],
  "atomic_forces_ev_per_a": [[-0.445, -0.044, 0.436], [-0.002, 0.047, -0.132], [4.503, 0.570, 1.449], [-0.061, -3.424, -3.130], [-2.335, -0.875, 3.348], [-1.659, 3.726, -1.971]]
}

=====

{
  "formula": "C33H44ClGeNOPtSb2",
  "method": "ωB97M-V with the def2-TZVPD basis set",
  "lumo_ev": [-7.735, -7.617],
  "charge": 2,
  "homo_energy_ev": [-13.440, -13.390],
  "orbital_gap_ev": [5.7, 5.8],
  "elements": ["Pt", "Sb", "Sb", "Ge", "Cl", "O", "N", "C", "C", "C", "C", "C", "C", "C", "C", "C", "C", "C", "C", "C", "C", "C", "C", "C", "C", "C", "C", "C", "C", "C", "C", "C", "C", "C", "C", "C", "C", "C", "C", "C", "H", "H", "H", "H", "H", "H", "H", "H", "H", "H", "H", "H", "H", "H", "H", "H", "H", "H", "H", "H", "H", "H", "H", "H", "H", "H", "H", "H", "H", "H", "H", "H", "H", "H", "H", "H", "H", "H", "H", "H", "H", "H", "H", "H"],
  "positions_angstrom": [[-0.689996, 0.717798, 0.188223], [-0.521196, 0.484398, 2.785823], [-1.823396, -1.745302, -0.143377], [2.206104, -0.194902, -1.258377], [-6.139396, 2.606098, -0.137577], [0.445704, 0.064298, -1.845177], [-2.204096, 2.455098, 0.108723], [-1.879496, -2.307502, 4.870123], [-2.433996, -0.305102, 3.542923], [3.401604, -0.927902, -2.640677], [4.451604, -2.760902, -3.773777], [-1.509096, 0.690198, -3.058377], [3.982204, 3.469998, 1.188823], [-0.429596, -3.298302, 0.369123], [-4.496696, 3.087698, -0.063877], [0.489204, 2.182998, -3.004577], [-2.777496, -2.662802, 2.656023], [-1.848796, 3.736298, 0.046623], [4.288804, 1.566598, -0.237077], [-3.363796, -2.208502, 1.384023], [5.145804, -1.867802, -4.571977], [-2.705196, -2.739502, -1.837677], [-0.155896, 2.110398, 4.133823], [-1.762196, -3.670202, 5.061923], [0.874904, -0.949902, 3.563723], [-2.643496, -4.037402, 2.866423], [0.545904, -0.018402, -4.264077], [-3.491396, 2.130798, 0.058423], [-2.785196, 4.751898, -0.079877], [-2.142696, -4.543202, 4.048223], [3.575304, -2.293202, -2.810177], [4.970704, -0.503402, -4.409777], [2.910404, 1.409598, -0.335477], [0.021004, 0.732498, -3.039677], [4.821204, 2.594598, 0.520923], [2.082704, 2.287898, 0.347123], [2.606304, 3.316498, 1.107823], [4.107004, -0.034502, -3.438377], [-4.129396, 4.430698, -0.133077], [-2.373296, -1.776802, 3.677723], [-1.367296, -4.058202, 5.986923], [0.850104, -0.889602, 4.647623], [-2.560696, 0.167598, 4.515023], [-3.534296, -2.166402, -2.240377], [-3.922796, -3.009502, 0.909923], [0.604404, -1.956102, 3.259523], [0.850604, 2.481098, 3.972523], [-0.792296, 3.961998, 0.085823], [5.510504, 0.188498, -5.035877], [-2.978196, -4.713602, 2.092823], [5.842504, -2.237902, -5.306777], [4.945404, 0.878198, -0.750777], [1.874604, -0.722702, 3.207023], [4.402104, 4.274198, 1.771623], [-2.061096, -5.610102, 4.182823], [4.597904, -3.821702, -3.902277], [-1.885796, 1.262098, -3.901477], [1.956004, 3.996498, 1.638823], [-0.867496, 2.915498, 3.971523], [-0.246896, 1.737898, 5.148923], [1.582904, 0.233498, -4.473777], [5.892104, 2.704298, 0.599423], [-1.850796, -0.339202, -3.150577], [0.010404, -3.118002, 1.346323], [1.734204, -1.179002, -0.170077], [-0.052296, 0.228498, -5.136377], [-3.064296, -3.704802, -1.493877], [-3.215796, 0.041898, 2.869223], [-4.880696, 5.199198, -0.227977], [3.990304, 1.031198, -3.287177], [0.479304, -1.089702, -4.082477], [-4.008596, -1.342802, 1.495923], [0.071404, 2.746998, -3.833977], [-1.902696, 1.125998, -2.133977], [0.987704, 2.164298, 0.262023], [0.354004, -3.342802, -0.381677], [-1.605396, -1.632802, 5.669123], [3.037004, -2.986902, -2.177977], [-1.954096, -2.889102, -2.606077], [-0.971796, -4.240802, 0.386523], [1.574804, 2.239298, -3.059077], [0.156104, 2.637298, -2.067477], [-3.744196, 1.077398, 0.099223], [-2.457496, 5.777498, -0.142077]],
  "atomic_forces_ev_per_a": [[-0.115, -1.248, 0.160], [-0.842, -0.659, 0.255], [0.410, -0.566, 1.235], [0.284, -0.083, -0.047], [0.025, -0.042, 0.018], [-0.231, 0.283, 0.852], [0.670, -0.146, 0.016], [-0.114, -0.041, -0.136], [0.503, 0.629, -0.312], [-0.617, 0.603, 0.714], [-0.003, -0.117, -0.023], [0.451, -0.119, 0.219], [0.050, 0.045, 0.012], [-0.198, 0.323, -0.133], [0.503, 0.123, 0.025], [-0.075, -0.302, 0.120], [0.441, -0.051, 0.810], [-0.148, 0.447, -0.079], [-0.100, -0.123, -0.138], [0.330, 0.532, -0.925], [0.046, -0.038, 0.017], [0.133, 0.652, -0.119], [-0.008, 0.150, -0.666], [0.044, -0.206, -0.197], [-0.105, 0.200, -0.439], [-0.093, 0.246, 0.030], [0.083, 0.131, 0.255], [-0.617, 0.056, -0.070], [0.112, -0.197, 0.038], [0.114, 0.095, 0.161], [-0.162, -0.073, 0.165], [0.053, 0.041, -0.066], [-0.283, -0.720, -0.548], [-0.333, 0.441, -0.831], [0.085, 0.041, 0.079], [-0.254, -0.159, -0.069], [-0.108, 0.065, 0.113], [-0.004, 0.152, 0.066], [-0.075, -0.278, 0.016], [-0.038, -0.801, -0.133], [-0.013, -0.023, 0.143], [-0.081, 0.108, 0.083], [-0.063, 0.090, -0.006], [-0.036, 0.060, -0.029], [-0.147, -0.027, -0.078], [-0.117, -0.020, -0.054], [0.124, 0.044, -0.016], [0.061, -0.021, -0.003], [0.089, 0.099, -0.053], [-0.023, -0.112, -0.073], [0.043, -0.037, -0.134], [0.107, -0.021, -0.042], [0.078, 0.096, -0.055], [0.026, 0.094, 0.086], [0.012, -0.100, 0.054], [0.012, -0.119, 0.004], [-0.101, 0.032, -0.043], [-0.066, 0.094, 0.020], [-0.048, -0.001, -0.023], [-0.067, -0.229, 0.029], [0.045, -0.051, -0.035], [0.084, 0.044, -0.010], [-0.104, -0.071, -0.020], [-0.031, 0.052, 0.007], [0.206, -0.146, -0.041], [-0.009, 0.034, -0.117], [0.048, -0.037, 0.272], [0.036, 0.100, 0.035], [-0.098, 0.039, -0.022], [0.020, 0.106, -0.072], [-0.031, -0.099, -0.085], [-0.113, 0.075, -0.091], [0.009, 0.056, -0.092], [-0.095, 0.042, -0.024], [0.143, 0.228, 0.050], [0.042, 0.038, -0.063], [0.050, 0.076, 0.093], [-0.002, -0.123, -0.005], [0.103, 0.047, -0.057], [-0.047, -0.030, -0.003], [0.122, 0.081, 0.024], [0.021, 0.132, -0.034], [-0.011, 0.029, 0.017], [0.011, 0.083, 0.016]]
}

=====

{
  "formula": "C26H28Cl3GeMgN3O3",
  "method": "ωB97M-V with the def2-TZVPD basis set",
  "lumo_ev": [-7.260, -8.836],
  "charge": 2,
  "e_above_lowest_kcal_mol": 60.4,
  "homo_energy_ev": [-14.872, -13.442],
  "orbital_gap_ev": [7.6, 4.6],
  "elements": ["Ge", "Cl", "Cl", "Cl", "Mg", "O", "O", "O", "N", "N", "N", "C", "C", "C", "C", "C", "C", "C", "C", "C", "C", "C", "C", "C", "C", "C", "C", "C", "C", "C", "C", "C", "C", "C", "C", "C", "C", "H", "H", "H", "H", "H", "H", "H", "H", "H", "H", "H", "H", "H", "H", "H", "H", "H", "H", "H", "H", "H", "H", "H", "H", "H", "H", "H", "H"],
  "positions_angstrom": [[2.476010, 0.616650, -1.108849], [-0.494326, -1.803743, -1.883637], [-3.168953, 2.878633, -2.116671], [-3.941261, -0.816301, -5.875388], [-0.083874, -0.073557, -0.012664], [-0.926414, -0.579827, 7.438401], [-0.281861, -2.453436, 6.586292], [-1.325415, 0.831095, -1.067539], [0.122627, 1.293205, 1.551241], [-0.417429, -1.367303, 1.567834], [-0.502684, -1.259097, 6.534507], [0.269809, 2.780356, 3.888311], [-0.505019, -1.396702, 3.991962], [-0.932396, -3.393028, 2.722087], [3.538089, 0.974581, 0.491580], [0.331455, 2.602045, 1.516972], [-0.386628, -0.616468, 5.198925], [4.773333, -0.198323, -3.874153], [-3.474919, 0.947777, -3.934599], [-1.659189, -0.806882, -2.710600], [-1.909245, 0.489227, -2.111503], [-0.150369, 0.701217, 5.190538], [4.875966, 1.654810, 0.134759], [-0.042585, 0.690291, 2.757444], [-3.180817, -0.321174, -4.464240], [3.001400, -0.959809, -2.146589], [-0.713449, -2.663383, 1.558669], [4.676505, 1.315514, -3.692707], [5.672602, 2.052990, 1.381504], [0.028156, 1.396596, 3.952727], [0.412837, 3.386211, 2.667802], [-2.255651, -1.212117, -3.846880], [-0.829171, -2.767537, 3.935823], [-2.855998, 1.358454, -2.791389], [4.471699, -1.008533, -2.615501], [6.134287, 0.859832, 2.213770], [-0.322559, -0.731313, 2.776692], [0.335467, 3.354075, 4.805114], [0.443429, 3.047994, 0.535543], [2.048096, 1.900523, -1.834363], [4.703995, -2.058418, -2.809556], [5.066842, 2.728496, 1.995043], [2.812137, -1.796046, -1.469788], [3.648600, 1.644129, -3.520056], [-1.179754, -4.443053, 2.658057], [-4.185874, 1.595196, -4.430930], [3.701078, 0.028062, 1.008244], [5.487020, 0.981628, -0.470664], [5.140342, -0.695318, -1.810268], [5.022470, 1.842059, -4.582785], [2.965871, 1.626834, 1.153120], [-2.048374, -2.181167, -4.282894], [6.794447, 1.182536, 3.019563], [-0.990831, -3.321819, 4.846847], [2.326899, -1.058476, -2.998784], [5.783573, -0.453795, -4.197754], [4.687603, 2.546110, -0.469081], [-0.786720, -3.145559, 0.592383], [6.543410, 2.625566, 1.055822], [5.297116, 0.329673, 2.676301], [6.690222, 0.145992, 1.598855], [4.101822, -0.519069, -4.676862], [-0.092794, 1.235820, 6.128830], [0.588955, 4.449668, 2.583597], [5.291269, 1.651798, -2.853213]],
  "atomic_forces_ev_per_a": [[0.226, -0.088, 0.083], [-0.166, -0.127, -0.291], [0.037, 0.044, 0.079], [-0.104, -0.087, -0.204], [0.770, -0.157, 0.736], [0.440, 0.111, -0.079], [0.433, 0.254, 0.214], [-0.457, 0.725, -0.014], [-0.114, 0.069, 0.309], [-0.084, -0.208, 0.480], [-1.108, -0.388, -0.188], [0.008, 0.042, 0.108], [0.011, -0.103, 0.080], [-0.008, -0.051, -0.053], [0.150, 0.073, -0.168], [-0.001, -0.165, -0.059], [0.240, -0.139, 0.184], [-0.065, 0.088, 0.058], [0.013, -0.196, -0.132], [0.054, 0.317, 0.247], [-0.356, -0.216, -0.702], [0.059, 0.248, 0.025], [-0.032, -0.003, 0.216], [0.038, -0.069, -0.285], [0.065, 0.029, 0.117], [0.089, 0.167, -0.079], [0.091, 0.231, -0.006], [0.015, -0.084, -0.012], [-0.010, -0.082, -0.016], [-0.010, 0.077, 0.130], [0.031, 0.094, 0.006], [-0.187, -0.015, -0.248], [-0.060, -0.147, 0.032], [0.171, -0.175, 0.137], [-0.054, -0.016, -0.047], [-0.005, 0.022, 0.009], [0.018, 0.001, -0.364], [-0.011, -0.007, -0.022], [0.001, -0.002, -0.009], [-0.061, 0.041, -0.081], [0.015, 0.013, -0.002], [0.032, -0.002, -0.018], [-0.019, -0.083, -0.033], [0.000, 0.000, 0.006], [-0.003, 0.017, 0.000], [0.020, -0.068, -0.036], [0.020, -0.007, 0.045], [-0.015, 0.021, -0.023], [0.004, -0.040, 0.025], [0.002, -0.034, 0.028], [-0.013, -0.007, 0.067], [-0.074, 0.066, -0.055], [-0.033, -0.019, -0.031], [-0.010, 0.020, -0.073], [-0.003, -0.060, -0.021], [-0.001, 0.002, -0.019], [-0.013, -0.005, -0.032], [0.002, 0.024, -0.015], [-0.013, 0.008, 0.015], [0.044, 0.019, -0.039], [-0.034, 0.040, 0.039], [0.039, -0.004, 0.002], [0.008, 0.025, 0.020], [-0.009, -0.033, -0.008], [-0.017, -0.001, -0.034]]
}

=====

{
  "formula": "C4H28O15",
  "method": "ωB97M-V with the def2-TZVPD basis set",
  "lumo_ev": 0.161,
  "homo_energy_ev": -10.804,
  "smiles": "O=C(O)CCC(=O)O.O.O.O.O.O.O.O.O.O.O.O",
  "orbital_gap_ev": 11.0,
  "elements": ["O", "O", "O", "O", "O", "O", "O", "O", "O", "O", "O", "O", "O", "O", "O", "C", "C", "C", "C", "H", "H", "H", "H", "H", "H", "H", "H", "H", "H", "H", "H", "H", "H", "H", "H", "H", "H", "H", "H", "H", "H", "H", "H", "H", "H", "H", "H"],
  "positions_angstrom": [[-1.682795, 1.483736, 1.945575], [3.509216, -0.166471, 3.634612], [-0.152183, 1.925888, -1.415529], [3.658425, 1.223618, 0.103305], [-0.949581, 0.027132, -2.266106], [-2.826383, 2.468305, -0.799152], [-0.060998, 3.216636, 1.025746], [0.360103, -0.104688, 2.318660], [0.356801, -1.503968, -0.200698], [-0.632298, -4.308225, 1.061965], [0.724538, -3.238528, -1.569258], [-4.225132, 0.164245, -1.355446], [1.983294, 2.160248, 2.443077], [-2.124930, -1.956953, -3.603093], [-2.147721, -1.834065, 0.805100], [1.596171, -1.152111, -2.185767], [0.878748, -1.975858, -1.182470], [-0.004637, 0.685544, -1.903264], [1.446168, 0.372468, -2.003864], [1.781211, 2.671437, 3.234815], [-1.439800, 1.321952, 1.034528], [-1.202046, -1.760936, 0.593425], [-0.249281, 3.466423, 0.112428], [-3.037464, 1.531670, -1.014895], [-1.229922, 1.053398, 2.658008], [-3.092882, 2.594035, 0.112354], [0.515482, -3.923877, -0.919055], [2.085896, 0.902329, -2.707853], [-0.877042, 3.151299, 1.526732], [-1.229429, -3.531844, 1.075016], [1.241835, 2.320019, 1.826836], [2.666197, -1.391259, -2.362186], [3.097073, 0.707668, 3.654701], [0.410537, -0.305708, 1.376072], [-3.962300, -0.610558, -0.817075], [-1.827828, -2.870768, -3.570899], [-1.676914, -1.392986, -2.949561], [3.210367, 1.509865, 0.911591], [-2.261381, -1.190974, 1.522506], [1.905702, 0.711804, -1.070649], [-3.665380, 0.078178, -2.140650], [4.305765, -0.069429, 3.110911], [-1.072155, 2.307498, -1.375332], [1.184729, 0.285947, 2.614608], [1.162730, -1.273507, -3.207064], [-1.029471, -5.036530, 1.537449], [4.578964, 1.257897, 0.379847]],
  "atomic_forces_ev_per_a": [[-2.878, 1.550, 0.092], [-0.252, 0.028, 0.256], [-0.013, 0.509, 0.024], [0.199, 0.043, 0.403], [0.159, -0.104, 0.302], [0.787, -0.190, -0.448], [0.804, 0.781, -0.326], [-0.561, -0.479, 0.345], [0.377, 0.056, 0.581], [0.375, 0.518, -0.567], [0.897, -0.149, -0.823], [0.642, -0.547, 0.294], [0.398, -0.213, 0.290], [-0.475, 0.110, -0.292], [-0.081, 0.233, 0.354], [0.882, 1.438, -2.320], [-0.717, -0.534, -0.228], [-0.581, 2.208, -0.840], [0.782, -1.576, 1.724], [-0.007, 0.148, -0.245], [0.863, -0.769, 0.418], [-0.021, 0.196, -0.308], [0.049, -0.036, 0.418], [-0.554, 0.450, 0.327], [1.123, -0.954, -0.507], [-0.210, -0.057, 0.251], [-0.530, 0.508, 0.814], [-0.794, 0.164, -0.558], [-0.350, -0.166, -0.035], [-0.062, -0.730, 0.313], [-0.148, 0.381, 0.029], [-0.633, -0.245, 0.643], [0.221, -0.136, -0.200], [0.494, -0.059, 0.105], [-0.160, 0.411, -0.316], [0.186, 0.290, 0.370], [0.211, -0.652, -0.265], [-0.270, 0.099, 0.030], [-0.065, -0.241, -0.102], [-0.194, -0.237, 0.075], [-0.235, -0.266, -0.154], [0.084, 0.077, -0.097], [0.087, -1.038, -0.127], [0.333, -0.058, -0.317], [-0.014, -0.788, 0.783], [-0.314, 0.081, 0.110], [0.166, -0.056, -0.279]]
}